[1]
# C32H58AsCuN5OPSi2

A molecular structure, C32H58AsCuN5OPSi2 (the ωB97M-V functional and the def2-TZVPD basis, OMol25).

- Expectation value of S²: 0.758
- Spin multiplicity: 2
- LUMO energy (spin up / spin down): 0.0663 / 0.0637 Ha
- Electronic energy: -6399.67430 a.u.
- Net charge: -1
- ΔE to the lowest compared entry with this formula, charge and spin: 65.2 kcal/mol

CARTESIAN COORDINATES (ANGSTROEM)
Cu: -0.325 -0.637 0.995
C: -2.904 3.023 -2.068
N: -2.986 3.886 -0.828
C: -4.093 3.340 0.053
N: -3.897 1.975 0.362
C: -3.781 1.192 -0.864
N: -2.711 1.663 -1.736
C: -1.379 1.337 -1.191
P: -1.061 1.786 0.649
C: -1.678 3.839 -0.097
C: -2.806 1.708 1.318
H: -2.075 3.405 -2.663
H: -3.849 3.158 -2.605
H: -3.251 4.833 -1.118
H: -5.024 3.482 -0.507
H: -4.101 3.949 0.957
H: -4.729 1.255 -1.409
H: -3.587 0.154 -0.605
H: -0.621 1.815 -1.820
H: -1.249 0.255 -1.271
H: -0.923 4.207 -0.794
H: -1.769 4.553 0.720
H: -2.859 2.448 2.121
H: -2.956 0.725 1.757
C: 1.130 -6.945 -0.629
Si: -0.063 -5.481 -0.469
C: -1.308 -5.682 -1.884
C: -1.019 -5.854 1.120
As: 0.899 -3.405 -0.225
Si: 1.921 -3.210 -2.277
C: 1.032 -1.984 -3.417
C: 3.666 -2.486 -2.076
C: 2.218 -4.757 -3.332
H: 0.578 -7.890 -0.681
H: 1.786 -6.977 0.244
H: 1.761 -6.869 -1.514
H: -1.760 -6.679 -1.863
H: -0.829 -5.550 -2.857
H: -2.107 -4.940 -1.810
H: -1.377 -6.888 1.130
H: -1.879 -5.194 1.246
H: -0.366 -5.708 1.983
H: 0.908 -1.028 -2.900
H: 0.031 -2.351 -3.658
H: 1.575 -1.806 -4.352
H: 3.618 -1.520 -1.570
H: 4.157 -2.339 -3.043
H: 4.276 -3.163 -1.469
H: 1.301 -5.306 -3.548
H: 2.904 -5.438 -2.825
H: 2.670 -4.468 -4.286
C: 1.944 3.681 2.792
C: 0.603 3.879 2.052
C: -0.389 4.396 3.111
C: 0.222 2.503 1.508
C: 0.883 4.919 0.965
C: 1.672 4.554 -0.129
C: 1.963 5.449 -1.143
C: 1.466 6.749 -1.096
C: 0.698 7.134 -0.011
C: 0.422 6.230 1.013
H: 1.810 2.968 3.607
H: 2.308 4.626 3.204
H: 2.700 3.280 2.114
H: -0.516 3.612 3.857
H: -1.374 4.608 2.691
H: -0.033 5.299 3.619
H: 0.843 1.715 1.919
H: 2.023 3.531 -0.179
H: 2.572 5.134 -1.983
H: 1.682 7.450 -1.893
H: 0.309 8.144 0.048
H: -0.187 6.558 1.845
N: 5.813 -2.210 1.135
C: 4.846 -1.640 1.925
O: 4.769 -1.828 3.122
C: 3.916 -0.743 1.172
C: 4.371 0.210 0.276
C: 3.441 0.937 -0.447
C: 2.097 0.664 -0.262
N: 1.651 -0.249 0.604
C: 2.547 -0.933 1.313
H: 6.329 -2.955 1.577
H: 5.595 -2.336 0.158
H: 5.434 0.370 0.140
H: 3.745 1.688 -1.164
H: 1.343 1.196 -0.822
H: 2.167 -1.697 1.979
C: -4.015 -2.835 2.129
C: -3.192 -1.877 1.260
C: -3.008 -2.475 -0.133
C: -1.858 -1.519 1.921
H: -4.982 -3.073 1.672
H: -4.200 -2.399 3.113
H: -3.472 -3.771 2.280
H: -3.810 -0.971 1.158
H: -2.406 -3.383 -0.079
H: -2.459 -1.797 -0.789
H: -3.969 -2.724 -0.598
H: -1.357 -2.469 2.175
H: -2.063 -1.031 2.884

[2]
# C32H58Cl18N3O5P2

10 unconnected molecules or ions with the total composition C32H58Cl18N3O5P2 (the ωB97M-V functional and the def2-TZVPD basis, OMol25).

- LUMO energy: -0.1485 Ha
- Electronic energy: -10759.90415 a.u.
- Net charge: +1

CARTESIAN COORDINATES (ANGSTROEM)
C: -0.476 4.405 -0.275
C: -1.888 4.491 -0.261
C: -3.509 4.331 -0.449
C: -3.984 3.371 -1.683
C: -3.024 2.051 -1.944
C: -3.113 0.907 -0.773
O: -4.262 1.248 0.080
C: -4.543 0.224 1.093
C: -4.692 1.024 2.548
C: -4.932 1.332 3.921
C: -3.484 -1.023 1.150
N: -3.847 -2.062 2.209
C: -2.993 -1.826 3.294
O: -2.092 -1.546 4.257
N: -3.191 -1.652 -0.226
P: -1.713 -2.618 -0.018
O: -1.793 -3.854 -1.052
C: -3.182 -0.655 -1.359
C: -1.956 -0.814 -2.435
O: -0.690 -0.152 -2.029
C: 0.202 -0.138 -3.204
P: -4.806 -0.723 -2.437
N: -6.165 -1.427 -1.525
O: -4.424 -1.752 -3.835
H: 0.681 4.542 -0.137
H: -3.918 5.424 -0.703
H: -4.072 3.993 0.544
H: -5.125 3.035 -1.638
H: -3.905 4.025 -2.678
H: -1.870 2.344 -2.033
H: -3.312 1.665 -3.030
H: -2.129 1.050 -0.111
H: -5.602 -0.253 0.822
H: -5.323 1.796 4.948
H: -2.431 -0.581 1.499
H: -3.985 -2.347 -0.371
H: -1.684 -3.266 1.302
H: -0.474 -1.892 -0.108
H: -2.307 -0.228 -3.414
H: -1.787 -1.933 -2.816
H: 1.258 -0.501 -2.827
H: -0.220 -0.922 -3.964
H: 0.196 0.936 -3.669
H: -6.717 -0.707 -0.999
H: -6.821 -1.804 -2.268
H: -4.896 -1.384 -4.659
Cl: -5.432 6.671 2.858
C: -4.744 5.348 3.831
C: -3.245 5.503 4.033
Cl: -2.335 5.260 2.521
H: -4.989 4.401 3.339
H: -5.253 5.369 4.799
H: -2.886 4.751 4.742
H: -2.991 6.491 4.427
Cl: 3.682 -0.162 -1.973
C: 4.391 -0.684 -3.522
C: 4.636 0.485 -4.463
Cl: 3.118 1.198 -5.060
H: 3.723 -1.427 -3.968
H: 5.339 -1.176 -3.285
H: 5.192 0.144 -5.341
H: 5.217 1.277 -3.980
Cl: 8.186 -5.049 -3.693
C: 6.428 -4.829 -3.506
C: 5.754 -4.454 -4.816
Cl: 6.199 -2.817 -5.357
H: 6.261 -4.071 -2.735
H: 6.028 -5.780 -3.141
H: 4.667 -4.461 -4.690
H: 6.008 -5.157 -5.616
Cl: -6.103 3.478 6.419
C: -4.962 3.313 7.777
C: -4.242 4.617 8.084
Cl: -3.102 5.076 6.795
H: -4.257 2.511 7.533
H: -5.547 2.998 8.645
H: -3.656 4.510 9.002
H: -4.947 5.442 8.224
Cl: 6.963 2.999 -6.389
C: 6.651 2.772 -8.128
C: 5.516 1.793 -8.385
Cl: 5.956 0.124 -7.945
H: 7.582 2.444 -8.601
H: 6.392 3.755 -8.534
H: 5.267 1.784 -9.450
H: 4.615 2.065 -7.827
Cl: -6.223 5.049 10.281
C: -7.981 5.269 10.468
C: -8.655 5.644 9.158
Cl: -8.210 7.281 8.617
H: -8.148 6.027 11.239
H: -8.381 4.318 10.834
H: -9.742 5.637 9.284
H: -8.401 4.941 8.358
Cl: 13.948 -4.475 -4.207
C: 12.190 -4.255 -4.019
C: 11.516 -3.880 -5.330
Cl: 11.961 -2.243 -5.871
H: 12.023 -3.497 -3.248
H: 11.790 -5.205 -3.654
H: 10.429 -3.887 -5.203
H: 11.770 -4.583 -6.129
Cl: 10.231 -5.692 -1.275
C: 11.372 -5.857 0.082
C: 12.092 -4.554 0.390
Cl: 13.232 -4.095 -0.899
H: 12.077 -6.659 -0.162
H: 10.787 -6.173 0.951
H: 12.678 -4.660 1.307
H: 11.387 -3.728 0.530
Cl: -7.636 -4.193 4.371
C: -6.063 -4.768 3.765
C: -6.202 -5.996 2.879
Cl: -6.706 -7.435 3.800
H: -5.417 -4.964 4.627
H: -5.625 -3.945 3.193
H: -5.238 -6.235 2.421
H: -6.929 -5.834 2.077

[3]
# C32H58ClMgN13O10

A molecular structure, C32H58ClMgN13O10 (the ωB97M-V functional and the def2-TZVPD basis, OMol25).

- LUMO energy: -0.0402 Ha
- Electronic energy: -3378.82758 a.u.

CARTESIAN COORDINATES (ANGSTROEM)
Mg: -0.241 -1.464 -3.704
C: 1.024 1.803 -4.759
C: 0.482 0.782 -5.924
C: 1.527 0.703 -6.996
O: -0.035 -0.426 -5.416
H: 0.178 2.291 -4.274
H: 1.675 2.612 -5.091
H: 1.625 1.400 -3.944
H: -0.237 1.526 -6.268
H: 1.184 0.153 -7.872
H: 2.487 0.441 -6.550
H: 1.583 1.720 -7.385
Cl: 0.105 -0.605 -1.624
C: -2.190 -1.457 2.672
C: -1.951 -0.172 3.076
C: -1.907 0.116 4.388
C: -2.241 -0.835 5.402
C: -2.521 -2.155 4.973
C: -2.412 -2.471 3.584
C: -2.869 -3.222 6.013
O: -3.211 -4.398 5.773
C: -2.520 -2.839 7.438
C: -2.259 -3.787 8.372
C: -1.798 -3.461 9.672
C: -1.761 -2.159 10.092
C: -2.043 -1.110 9.126
C: -2.262 -1.462 7.804
C: -2.237 -0.349 6.774
O: -2.126 0.844 7.153
H: -2.179 -1.720 1.625
H: -1.519 0.478 2.330
H: -1.747 1.110 4.779
H: -2.442 -3.497 3.250
H: -2.340 -4.843 8.161
H: -1.717 -4.288 10.361
H: -1.312 -1.876 11.032
H: -1.920 -0.103 9.497
C: -0.566 -4.609 -3.133
O: -0.502 -3.428 -3.504
N: -1.768 -5.165 -2.878
N: 0.419 -5.362 -2.895
H: -1.862 -6.153 -2.690
H: -2.581 -4.613 -3.110
H: 1.324 -4.980 -3.126
H: 0.239 -6.251 -2.450
C: -3.140 -0.632 -3.498
O: -2.191 -1.381 -3.753
N: -2.909 0.581 -3.161
N: -4.446 -1.025 -3.362
H: -3.773 1.098 -3.084
H: -2.066 0.983 -2.776
H: -4.608 -1.992 -3.604
H: -5.204 -0.381 -3.187
C: -3.962 2.422 0.454
O: -3.393 3.518 0.777
N: -3.447 1.457 -0.229
N: -5.239 2.130 0.584
H: -2.464 1.509 -0.455
H: -4.069 0.718 -0.524
H: -5.548 1.230 0.246
H: -5.829 2.817 1.033
C: -0.945 -4.650 0.599
O: -1.301 -5.697 0.978
N: 0.071 -3.951 0.875
N: -1.752 -3.974 -0.148
H: 0.204 -3.114 0.325
H: 0.614 -4.223 1.682
H: -1.541 -3.027 -0.429
H: -2.575 -4.463 -0.470
C: 2.658 -2.513 -4.636
O: 1.749 -2.187 -3.840
N: 2.629 -3.456 -5.441
N: 3.964 -2.176 -4.552
H: 3.458 -3.681 -5.972
H: 1.760 -3.820 -5.803
H: 4.365 -2.111 -5.477
H: 4.154 -1.643 -3.716
C: 3.289 -2.938 -0.045
O: 3.958 -3.744 0.572
N: 3.507 -2.669 -1.307
N: 2.373 -2.107 0.548
H: 3.133 -1.785 -1.622
H: 4.397 -3.088 -1.537
H: 1.914 -1.439 -0.056
H: 2.147 -2.308 1.512
C: 1.659 2.899 2.201
C: 2.204 3.472 0.859
C: 1.206 2.996 -0.278
C: 1.401 3.643 -1.617
C: 1.320 5.085 -1.461
C: 2.148 5.778 -0.296
N: 2.224 4.955 0.948
O: 3.093 5.481 1.923
C: 3.582 5.944 -0.882
C: 1.539 7.208 0.028
C: 3.612 2.838 0.545
H: 1.531 1.822 2.304
H: 0.647 3.237 2.425
H: 2.313 3.200 3.020
H: 1.239 1.948 -0.577
H: 0.182 3.052 0.093
H: 0.661 3.318 -2.348
H: 2.373 3.488 -2.085
H: 0.271 5.299 -1.256
H: 1.508 5.457 -2.468
H: 4.243 6.407 -0.149
H: 4.165 5.034 -1.027
H: 3.557 6.542 -1.793
H: 0.620 7.091 0.602
H: 2.237 7.721 0.689
H: 1.347 7.821 -0.852
H: 4.061 3.173 -0.390
H: 3.575 1.750 0.595
H: 4.371 3.093 1.284
H: 2.593 5.243 2.707